C42H40N8O4Ti as an isolated structure. Source: the OMol25 dataset; level of theory: the ωB97M-V functional and the def2-TZVPD basis.

Calculated values
HOMO-LUMO gap (alpha / beta) = 5.84 / 5.68 eV
Relative energy (zero: lowest compared OMol25 entry of this formula, charge and spin) = 39.5 kcal/mol
Spin multiplicity = 3
Largest force on an atom = 0.01119 Eh/bohr
M = 768.70 g/mol

Structure (XYZ):
```
95
Properties=species:S:1:pos:R:3:forces:R:3
Ti 0.573 -0.254 -0.734 -0.065 -0.539 -0.191
O -1.386 -0.253 -4.861 0.064 0.065 0.040
C -1.581 0.011 -3.692 -0.437 0.050 0.039
N -1.116 -0.770 -2.651 0.525 -0.162 0.074
C -1.658 -1.954 -2.417 -0.064 0.125 -0.026
C -2.920 -2.366 -2.941 -0.065 -0.002 -0.067
C -3.451 -3.568 -2.592 0.014 0.050 -0.020
C -2.745 -4.421 -1.711 0.045 0.007 0.027
C -1.516 -4.077 -1.210 -0.016 -0.107 0.014
C -0.928 -2.843 -1.548 0.004 0.124 -0.270
N 0.274 -2.375 -1.123 0.081 -0.085 0.493
C 1.174 -3.278 -0.539 0.056 -0.170 0.023
O 1.231 -4.468 -0.769 -0.027 0.049 0.016
C 2.100 -2.561 0.393 0.187 -0.135 0.130
C 3.085 -3.152 1.097 -0.206 0.047 -0.124
C 4.125 -2.459 1.925 0.005 -0.075 0.096
C 4.713 -0.361 1.714 -0.028 0.013 0.017
C 3.748 0.179 0.640 -0.011 0.033 0.101
N 1.750 -1.256 0.379 -0.158 0.043 -0.219
C -2.343 1.248 -3.294 0.002 0.044 -0.093
C -2.306 2.381 -4.096 0.022 -0.037 0.015
C -3.034 3.488 -3.694 -0.005 -0.011 0.030
C -3.787 3.403 -2.532 -0.025 -0.024 -0.005
C -3.781 2.211 -1.820 -0.087 0.070 -0.047
N -3.068 1.152 -2.183 -0.003 -0.056 -0.037
H -3.452 -1.689 -3.596 -0.013 -0.024 0.005
H -4.416 -3.871 -2.973 -0.006 0.013 -0.013
H -3.185 -5.369 -1.430 0.005 -0.011 0.006
H -0.985 -4.758 -0.564 -0.005 0.008 -0.001
H 3.171 -4.224 0.966 0.012 -0.013 0.002
H 4.581 -3.196 2.588 -0.001 0.015 -0.002
H 5.425 0.376 2.084 0.016 -0.020 0.011
H 3.796 1.261 0.512 -0.026 -0.003 0.009
H -1.721 2.374 -5.006 -0.001 0.001 -0.007
H -3.023 4.400 -4.278 0.001 0.001 -0.007
H -4.375 4.239 -2.181 0.008 0.014 0.006
H -4.358 2.108 -0.907 0.003 0.011 -0.003
C -3.455 4.792 2.082 -0.010 0.052 0.015
C -2.825 3.539 1.536 0.057 0.033 -0.064
C -3.248 2.287 1.965 0.005 -0.051 -0.003
C -2.711 1.086 1.459 0.011 0.103 -0.025
C -3.120 -0.185 1.894 -0.004 -0.050 0.025
N -3.777 -0.398 3.087 -0.023 -0.044 -0.013
C -3.294 0.183 4.349 -0.031 0.030 0.050
C -1.776 0.370 4.419 -0.010 0.046 -0.010
C -0.978 -0.891 4.047 -0.062 -0.126 -0.059
N 0.080 -0.657 3.094 -0.052 0.137 0.034
C 1.399 -0.810 3.379 0.094 -0.049 -0.063
C 2.431 -0.543 2.561 -0.088 -0.117 0.092
C 3.804 -1.111 2.707 0.053 0.025 0.007
C 5.266 -1.676 1.128 0.111 0.041 -0.028
C 6.669 -2.083 1.522 0.033 -0.022 -0.002
C 5.007 -1.560 -0.337 -0.107 0.113 -0.065
C 4.139 -0.577 -0.609 0.138 -0.188 0.055
C 3.544 -0.478 -1.933 -0.035 0.085 -0.115
N 2.327 -0.196 -2.194 -0.080 -0.149 0.302
C 1.929 -0.118 -3.594 0.001 0.019 -0.109
C 1.378 1.284 -3.921 0.031 0.087 -0.020
C 1.254 2.215 -2.722 0.044 0.020 0.091
N 0.351 1.726 -1.675 0.012 0.188 0.106
C -0.323 2.619 -1.050 -0.007 -0.033 -0.090
C -1.260 2.432 0.028 -0.104 -0.018 0.108
C -1.840 3.600 0.567 -0.046 -0.044 0.053
C -1.676 1.168 0.472 0.002 0.190 0.065
O -1.139 0.053 0.040 0.097 -0.040 0.045
C 2.305 -0.170 1.112 0.009 0.279 -0.342
O 1.399 0.812 0.649 0.066 0.154 -0.110
H -4.037 4.581 2.979 -0.001 -0.007 0.005
H -4.129 5.249 1.353 -0.002 0.004 -0.005
H -2.700 5.536 2.340 0.004 -0.002 -0.007
H -4.050 2.230 2.691 -0.009 -0.033 0.010
H -2.929 -1.045 1.267 0.006 -0.005 0.005
H -4.094 -1.346 3.195 0.015 0.007 -0.017
H -3.632 -0.487 5.142 0.013 -0.007 -0.014
H -3.776 1.145 4.539 0.011 -0.001 -0.004
H -1.526 0.710 5.427 -0.005 -0.013 0.006
H -1.480 1.176 3.748 0.002 -0.025 -0.010
H -1.666 -1.636 3.635 0.023 -0.004 0.021
H -0.532 -1.351 4.931 0.019 0.057 0.020
H -0.181 -0.355 2.164 0.038 0.023 0.072
H 1.598 -1.241 4.358 0.002 0.015 0.016
H 4.165 -1.168 3.734 -0.017 0.008 0.006
H 6.772 -2.109 2.608 -0.005 0.015 0.008
H 7.409 -1.381 1.131 0.003 0.006 -0.013
H 6.911 -3.079 1.143 -0.012 -0.008 -0.002
H 5.372 -2.266 -1.075 0.019 -0.032 0.007
H 4.214 -0.704 -2.770 -0.015 0.017 0.006
H 1.165 -0.876 -3.771 0.002 0.042 0.007
H 2.789 -0.350 -4.231 -0.063 -0.010 -0.027
H 0.415 1.195 -4.413 -0.024 -0.014 -0.058
H 2.034 1.776 -4.643 0.048 0.005 0.061
H 0.907 3.192 -3.073 0.024 -0.005 0.017
H 2.235 2.360 -2.258 -0.001 -0.003 -0.037
H -0.219 3.661 -1.370 0.014 -0.023 -0.016
H -1.503 4.563 0.199 0.005 0.013 -0.009
```
Forces are in eV/Å.

These are the Löwdin partial charges, in e, on atoms 1 to 4: Ti 1.159; O 0.104; C -0.461; N 0.135